The following is a quantum chemistry calculation of 7 unconnected molecules or ions with the total composition C42H105N7O14, from the OMol25 dataset.

Geometry as XYZ:
```
168
C42H105N7O14 ωB97M-V/def2-TZVPD
H 1.87 -6.24 4.51
C 0.08 1.58 -2.40
H 5.09 -2.60 -1.28
O -2.25 1.64 -2.02
N -7.72 -1.34 -0.65
H -7.42 1.44 1.21
C -5.92 0.50 2.94
C 2.98 4.14 -6.88
H -2.93 2.15 -0.02
H 6.70 -0.54 5.25
H 5.64 -5.11 -3.12
H 2.58 -9.31 -4.69
C 1.93 -6.46 6.62
H -6.90 4.99 0.58
H 3.51 -5.62 8.26
H -7.52 6.91 -0.45
H 3.71 2.00 -6.73
H 8.35 -6.22 -2.15
C 3.50 1.86 -4.24
H 0.53 -2.52 1.80
C -6.61 7.07 0.13
H 0.07 -5.02 5.90
H 1.51 -0.84 -2.83
C 1.78 -0.31 -1.92
O 4.13 7.83 -4.82
H 0.26 -3.90 3.72
H 6.63 -7.80 -2.78
O -0.86 -4.17 2.20
H 2.97 -6.76 6.48
H -9.20 -3.92 1.08
H 3.23 7.95 -6.60
H -10.85 10.33 -1.70
H 3.35 -3.56 5.93
C 4.82 -7.69 -3.57
C 2.00 -8.42 -4.42
C -8.14 -0.09 -0.04
H -9.01 -2.35 3.72
H 5.04 -7.65 -4.64
H 9.37 -2.89 -1.41
H -8.90 8.58 -0.68
H -3.62 2.92 -1.41
O 2.58 -7.12 -4.48
N 5.86 -7.15 -2.64
H 4.13 6.12 -7.68
H -5.20 1.17 2.48
H 2.87 4.15 -7.96
H 4.16 2.47 -0.51
C 3.50 -6.80 -3.41
O -9.73 -2.10 1.67
C -8.60 -2.46 -0.45
C -8.78 -2.91 1.04
H 5.64 2.79 2.57
H 7.18 -5.56 -1.05
H 4.70 6.06 -4.01
H -8.33 -3.31 -1.09
C -9.90 -2.34 3.10
O 3.48 -1.59 -0.57
N 5.60 0.62 4.14
O 1.81 -5.14 7.22
C 8.49 -3.47 -1.11
H -9.07 -0.20 0.51
H -0.31 1.08 -3.29
H 3.63 -5.72 -3.43
H -5.06 3.61 1.50
H -5.28 -0.10 3.59
C 4.86 -1.61 5.31
H -9.23 9.48 0.82
H -6.15 0.89 0.29
H -0.60 -2.81 0.51
C -9.83 10.67 -1.91
C -7.15 9.53 0.00
H -9.54 -2.08 -0.85
H -1.89 -5.46 4.44
H 2.81 -7.01 -2.59
H -9.53 10.06 -2.75
H 1.24 -8.62 -3.67
H 4.21 4.62 -5.25
H 4.50 2.23 -4.44
H -6.41 1.16 3.65
C 2.52 -5.21 8.42
H -3.83 4.53 2.32
H -5.81 8.63 1.07
O -8.90 10.79 -0.84
C -0.14 -3.28 1.38
H -10.46 -1.56 3.62
C 4.40 6.10 -6.62
C 5.92 -0.76 4.52
H 1.87 -0.92 0.10
N -0.14 -5.89 5.42
C -7.02 0.50 0.83
H 3.35 6.81 -3.23
H -5.71 7.45 -0.36
C -1.10 2.43 -1.98
O -5.07 5.64 1.38
H 7.67 -2.89 -0.69
C 2.15 -1.34 -0.87
H -5.36 4.64 3.05
H 3.77 -3.58 -1.33
H 5.15 1.21 4.84
H -7.81 -2.76 1.52
H 3.93 -2.08 -2.47
C 4.32 7.02 -3.69
H -1.03 3.19 -2.76
H 2.72 0.22 -2.10
H 1.41 -7.18 7.24
H 2.09 4.63 -6.49
H 1.44 -8.58 -5.34
C 3.51 7.16 -5.90
O 2.54 2.60 -4.95
H -6.58 9.54 -0.93
C 6.40 -5.88 -3.06
H 4.45 -0.90 6.02
H 4.49 -8.71 -3.37
N -6.75 8.36 0.83
H 5.46 6.36 -6.58
H 1.44 -2.16 -0.95
H 4.79 -4.56 6.41
H 3.69 0.84 -4.57
H 3.56 1.93 -3.16
H -7.08 6.08 1.98
C 4.98 0.67 2.73
H -7.02 10.50 0.47
C -6.50 5.88 1.08
H 3.91 0.46 2.79
C -3.25 1.97 -1.04
H 2.61 6.71 -5.50
N 0.61 0.56 -1.42
H 8.79 -4.05 -0.24
H 4.14 -3.24 7.46
H -9.76 11.72 -2.20
H -6.89 -1.71 -0.19
C -0.90 -5.78 4.10
H 0.79 -5.24 2.77
O 5.35 -2.83 5.72
C 1.17 -6.53 5.29
H 4.11 -1.97 4.61
H -0.88 2.82 -0.98
H 4.98 7.57 -3.01
H 2.63 -4.24 8.90
C 7.56 -5.48 -2.07
H 3.36 1.09 0.32
H 5.85 1.79 1.10
C 4.32 -3.58 6.44
O -6.74 -0.29 1.95
H 0.61 -3.88 0.86
H -8.29 0.61 -0.86
H 6.84 -5.89 -4.06
O 4.08 2.77 1.46
O 8.18 -4.23 -2.32
H 5.32 -0.14 2.08
H -0.99 -6.74 3.60
H -4.09 1.27 -1.11
H -0.09 0.01 -0.95
C -4.89 4.52 2.07
H 1.92 2.38 -6.77
N 4.15 4.70 -6.25
H 6.45 -1.35 3.76
C -8.69 9.49 -0.13
C 3.45 2.17 0.26
C 4.02 -2.53 -1.48
C 2.90 2.64 -6.38
H -10.48 -3.26 3.17
H 0.97 2.07 -2.77
H 1.01 -7.58 5.05
H 2.52 2.72 0.11
C 5.20 2.01 1.94
H 2.18 -5.93 9.17
C -0.11 -4.77 3.17
```

The strongest force on any atom is 5.727 eV/A. As for the multiplicity: 2. For the HOMO energy (spin up / spin down), the calculation gives -9.57 / -9.57 eV. The expectation value of S² is 0.755. For the LUMO energy (spin up / spin down), the calculation gives -2.73 / -7.72 eV. The value obtained for the energy is -84325.467 eV. As for the charge: +1.

Atomic partial charges in e from the Mulliken method, atoms 1 to 99: atom 1 (H): 0.242, atom 2 (C): -0.335, atom 3 (H): -0.014, atom 4 (O): -0.357, atom 5 (N): -0.389, atom 6 (H): 0.429, atom 7 (C): -0.750, atom 8 (C): -0.520, atom 9 (H): 0.361, atom 10 (H): 0.373, atom 11 (H): 0.192, atom 12 (H): 0.312, atom 13 (C): -0.567, atom 14 (H): 0.312, atom 15 (H): 0.379, atom 16 (H): 0.249, atom 17 (H): 0.424, atom 18 (H): 0.262, atom 19 (C): -0.631, atom 20 (H): 0.329, atom 21 (C): -0.574, atom 22 (H): 0.249, atom 23 (H): 0.530, atom 24 (C): -0.337, atom 25 (O): -0.391, atom 26 (H): 0.289, atom 27 (H): 0.257, atom 28 (O): -0.421, atom 29 (H): 0.389, atom 30 (H): 0.537, atom 31 (H): 0.311, atom 32 (H): 0.291, atom 33 (H): 0.298, atom 34 (C): -0.658, atom 35 (C): -0.822, atom 36 (C): -0.512, atom 37 (H): 0.302, atom 38 (H): 0.356, atom 39 (H): 0.301, atom 40 (H): 0.312, atom 41 (H): 0.454, atom 42 (O): -0.391, atom 43 (N): -0.353, atom 44 (H): 0.388, atom 45 (H): 0.169, atom 46 (H): 0.380, atom 47 (H): 0.356, atom 48 (C): -0.116, atom 49 (O): -0.334, atom 50 (C): -1.055, atom 51 (C): -0.202, atom 52 (H): 0.456, atom 53 (H): 0.426, atom 54 (H): 0.213, atom 55 (H): 0.376, atom 56 (C): -0.822, atom 57 (O): -0.218, atom 58 (N): 0.081, atom 59 (O): -0.358, atom 60 (C): -0.643, atom 61 (H): 0.319, atom 62 (H): 0.368, atom 63 (H): 0.075, atom 64 (H): 0.123, atom 65 (H): 0.313, atom 66 (C): -0.225, atom 67 (H): 0.253, atom 68 (H): 0.033, atom 69 (H): 0.427, atom 70 (C): -0.733, atom 71 (C): -0.539, atom 72 (H): 0.418, atom 73 (H): 0.314, atom 74 (H): 0.283, atom 75 (H): 0.308, atom 76 (H): 0.315, atom 77 (H): 0.196, atom 78 (H): 0.461, atom 79 (H): 0.351, atom 80 (C): -0.958, atom 81 (H): 0.319, atom 82 (H): 0.272, atom 83 (O): -0.319, atom 84 (C): -0.984, atom 85 (H): 0.276, atom 86 (C): -0.760, atom 87 (C): -0.753, atom 88 (H): 0.396, atom 89 (N): -0.335, atom 90 (C): -0.210, atom 91 (H): 0.274, atom 92 (H): 0.534, atom 93 (C): -0.765, atom 94 (O): -0.336, atom 95 (H): 0.148, atom 96 (C): -1.000, atom 97 (H): 0.381, atom 98 (H): 0.382, atom 99 (H): 0.341



The following is a quantum chemistry calculation of a molecular structure, C10H13N2NiO5S, from the OMol25 dataset.

Geometry as XYZ:
```
32
C10H13N2NiO5S ωB97M-V/def2-TZVPD
H 1.79 -0.80 4.13
C -1.61 0.73 1.22
C 0.76 3.69 5.93
C 1.19 -1.79 0.02
C 0.70 0.69 -1.43
H 0.77 -0.17 2.29
C -0.08 -0.63 5.12
H 1.03 4.71 5.62
H -0.26 1.92 5.17
C -1.33 1.65 -1.51
H -0.81 3.49 4.49
H 1.58 -2.78 -0.31
H 1.58 0.80 4.92
O -2.41 0.57 2.04
H -0.95 0.03 5.11
C 1.07 0.01 4.35
O -1.72 2.35 -2.34
H 0.23 -0.80 6.17
H -0.38 -1.60 4.70
O 1.27 0.81 -2.44
H 1.66 3.17 6.27
H 0.11 3.79 6.81
N 0.62 0.53 3.05
N 0.99 2.76 3.68
C 0.06 2.91 4.83
O 1.61 -1.25 1.06
C 0.78 1.82 2.72
H 1.25 3.68 3.31
Ni -0.48 0.93 -0.11
C 0.22 -1.12 -0.89
S 0.88 2.32 1.09
O -0.27 -1.71 -1.85
```

The strongest force on any atom is 6.017 eV/A. As for the multiplicity: 3. For the HOMO energy (spin up / spin down), the calculation gives -11.43 / -13.07 eV. The expectation value of S² is 2.065. For the LUMO energy (spin up / spin down), the calculation gives -4.97 / -6.63 eV. The value obtained for the energy is -75666.814 eV. As for the charge: +1.

The net atomic charges from natural (NBO), expressed in e, are: atom 1 (H): 0.231, atom 2 (C): 0.532, atom 3 (C): -0.623, atom 4 (C): 0.275, atom 5 (C): 0.465, atom 6 (H): 0.464, atom 7 (C): -0.622, atom 8 (H): 0.221, atom 9 (H): 0.214, atom 10 (C): 0.497, atom 11 (H): 0.204, atom 12 (H): 0.212, atom 13 (H): 0.220, atom 14 (O): -0.383, atom 15 (H): 0.206, atom 16 (C): -0.240, atom 17 (O): -0.355, atom 18 (H): 0.237, atom 19 (H): 0.226, atom 20 (O): -0.375, atom 21 (H): 0.222, atom 22 (H): 0.238, atom 23 (N): -0.601, atom 24 (N): -0.600, atom 25 (C): -0.219, atom 26 (O): -0.579, atom 27 (C): 0.372, atom 28 (H): 0.416, atom 29 (Ni): 0.466, atom 30 (C): 0.149, atom 31 (S): -0.119, atom 32 (O): -0.347